Formula: C3H5Cl
Source: OMol25
Level of theory: the ωB97M-V functional and the def2-TZVPD basis

Element x y z (Å)
Cl: 2.4173 0.0493 0.1556
C: -0.3809 0.2592 -0.7273
C: -0.1984 -1.0075 0.1526
C: 0.7070 0.1306 0.3347
H: 0.1275 -1.8421 -0.3623
H: -0.9738 -1.0905 0.7647
H: -0.2076 0.3977 -1.7003
H: -0.3631 2.1059 1.9512
H: -1.1282 0.9974 -0.5688

Atoms 1-3, force components in eV/Å:
-0.47 0.15 -0.04
1.03 0.24 3.98
1.59 2.78 -2.32

Results
calculated total energy	-577.26322	a.u.
orbital gap (spin up / spin down)	9.9 / 8.5	eV
charge	0
energy above the lowest of the compared OMol25 structures with the same formula, charge and spin	131.76	kcal per mole
HOMO level (spin up / spin down)	-10.23 / -8.61	eV

***

Formula: C3H12N2O
Source: OMol25
Level of theory: the ωB97M-V functional and the def2-TZVPD basis

Element x y z (Å)
O: -0.5436 -2.1966 -1.1951
N: -2.5024 0.0715 0.9262
N: -0.2734 0.3165 0.0079
C: 1.9802 0.5455 -0.9401
C: -1.1140 0.2586 1.1994
C: 1.1227 0.6255 0.2995
H: 1.1762 1.6109 0.7790
H: -0.6609 0.9251 -0.7035
H: -2.7984 0.6711 0.1675
H: -0.7400 -0.5772 1.7755
H: -0.9144 1.1529 1.7993
H: -2.7503 -0.8859 0.7345
H: 1.4992 -0.0987 1.0149
H: 0.2795 -2.6179 -1.0663
H: 2.2892 1.5000 -1.3706
H: -0.4347 -1.2651 -0.8511
H: 2.8893 -0.0515 -0.8102
H: 1.4959 0.0154 -1.7669

Atoms 1-3, force components in eV/Å:
-1.62 0.93 -0.29
-0.51 0.39 0.24
-0.11 -0.89 -0.44

Results
calculated total energy	-306.18704	a.u.
orbital gap (spin up / spin down)	2.9 / 9.7	eV
charge	-1
⟨S²⟩	0.7503
energy above the lowest of the compared OMol25 structures with the same formula, charge and spin	6.10	kcal per mole
multiplicity	2
HOMO level (spin up / spin down)	1.34 / -5.48	eV

***

Formula: C4H11N2O2
Source: OMol25
Level of theory: the ωB97M-V functional and the def2-TZVPD basis

Element x y z (Å)
O: -0.8510 3.1189 -0.8807
O: -0.4665 -2.8921 -0.2336
N: -1.2022 0.8482 -0.1699
N: 2.0227 -0.6810 0.6284
C: 0.7619 -0.7329 -0.1692
C: 0.2596 0.7242 -0.2200
C: -1.5365 2.3377 -0.0705
C: -0.1922 -1.6942 0.5451
H: -1.4926 2.4941 1.0413
H: -1.5573 0.6188 -1.0951
H: 0.5907 1.1920 -1.1528
H: -1.1747 -1.2353 0.6166
H: 0.6477 1.2875 0.6263
H: 0.3485 -3.3655 -0.4162
H: 1.0233 -1.0645 -1.1655
H: 0.2397 -1.9827 1.5127
H: 2.5922 0.1250 0.3954
H: -2.6530 2.3705 -0.2452
H: 2.6395 -1.4688 0.4527

Atoms 1-3, force components in eV/Å:
0.07 0.10 0.30
-0.04 0.01 0.11
-0.05 0.27 -0.12

Results
calculated total energy	-418.96325	a.u.
orbital gap	5.9	eV
charge	-1
SMILES	N[C@@H](CO)CNC[O-]
energy above the lowest of the compared OMol25 structures with the same formula, charge and spin	80.19	kcal per mole
HOMO level	-2.55	eV

***

Formula: C9H27GeNO2PtSi3Te4
Source: OMol25
Level of theory: the ωB97M-V functional and the def2-TZVPD basis

Element x y z (Å)
Pt: 0.0407 2.4731 0.2404
Te: -2.0693 5.6492 -0.3441
Te: -2.2539 3.4614 1.0884
Te: 2.6235 5.5163 -0.4888
Te: 2.3135 3.4559 1.1523
Ge: 0.0384 0.1223 0.1776
Si: 1.5825 -0.5399 -1.5798
Si: 0.3714 -0.8202 2.3741
Si: -2.1218 -0.8825 -0.6317
O: 0.7585 6.1347 -0.8129
O: 0.2005 4.1621 -1.7150
N: -0.1782 5.2867 -1.4534
C: 1.2989 0.4677 -3.1129
C: -2.0112 -2.7221 -0.6461
C: -2.2976 -0.1502 -2.3251
C: 1.9793 -0.1045 2.9895
C: 0.5048 -2.6736 2.3463
C: 1.4259 -2.3584 -1.9141
C: -3.4442 -0.3180 0.5316
C: 3.2361 -0.1544 -0.8109
C: -1.0279 -0.2398 3.4617
H: 2.2965 -2.6835 -2.4937
H: 0.4351 0.1049 -3.6720
H: 2.1395 -0.4015 4.0303
H: 2.1708 0.4101 -3.7710
H: -0.7535 -0.2771 4.5191
H: 1.1307 1.5188 -2.8664
H: -1.1843 -3.0924 -1.2498
H: -3.3671 -0.8077 1.5027
H: -1.2750 0.7960 3.2144
H: 0.5372 -2.5784 -2.5080
H: -1.9259 -3.1352 0.3584
H: 1.3599 -2.9865 1.7417
H: -1.7189 -0.7164 -3.0570
H: 3.2464 0.8475 -0.3794
H: 4.0144 -0.2051 -1.5788
H: -3.3507 -0.1822 -2.6240
H: -0.3895 -3.1499 1.9454
H: 3.4906 -0.8719 -0.0276
H: -4.4121 -0.5823 0.0915
H: -1.9234 -0.8503 3.3299
H: 1.9613 0.9868 2.9555
H: 1.3932 -2.9519 -0.9982
H: -1.9669 0.8894 -2.3516
H: 0.6603 -3.0569 3.3593
H: -2.9451 -3.0974 -1.0817
H: 2.8330 -0.4529 2.4042
H: -3.4264 0.7601 0.6799

Atoms 1-3, force components in eV/Å:
-0.08 0.32 0.17
-0.22 -0.01 0.17
0.33 0.00 -0.26

Results
calculated total energy	-4700.82225	a.u.
orbital gap (spin up / spin down)	6.3 / 5.1	eV
charge	+1
⟨S²⟩	8.7893
energy above the lowest of the compared OMol25 structures with the same formula, charge and spin	15.03	kcal per mole
multiplicity	6
HOMO level (spin up / spin down)	-9.82 / -10.90	eV

***

Formula: C2H4N6
Source: OMol25
Level of theory: the ωB97M-V functional and the def2-TZVPD basis

Element x y z (Å)
N: -1.0526 0.4227 -0.0434
N: 1.0633 0.0226 -1.0813
N: 1.2765 -0.9495 -0.2966
N: -0.8112 -0.6345 0.6026
N: 0.4753 -2.2104 1.4476
N: 0.3530 2.2784 -0.9720
C: 0.0047 0.9392 -0.5938
C: 0.2993 -1.2816 0.5923
H: -1.8989 -1.1569 0.5068
H: -0.3962 2.8493 -0.5598
H: -0.0677 -2.2907 2.4412
H: 0.7546 2.0114 -2.0434

Atoms 1-3, force components in eV/Å:
1.19 7.35 -2.36
-0.50 1.04 2.99
0.43 -0.29 -3.34

Results
calculated total energy	-406.93572	a.u.
orbital gap	7.4	eV
charge	0
SMILES	[H]/N=c1/nnc(N)n[nH]1
energy above the lowest of the compared OMol25 structures with the same formula, charge and spin	113.70	kcal per mole
HOMO level	-8.08	eV

***

Formula: C19H29Cl2NO2Tc
Source: OMol25
Level of theory: the ωB97M-V functional and the def2-TZVPD basis

Element x y z (Å)
Tc: 0.1234 0.8502 -0.8167
Cl: -0.7040 0.1119 -2.6029
Cl: 0.1691 3.0902 -1.0758
O: 0.0884 -0.4334 0.5995
O: 1.1595 2.4692 3.8394
N: -3.1779 -2.0245 0.5296
C: -2.4095 -2.4071 1.6701
C: -4.2089 0.6981 -0.1403
C: 2.9306 -2.4812 0.2140
C: -4.4997 -2.5309 0.3696
C: 2.5409 1.5007 -2.8129
C: 2.2225 0.7736 -1.5565
C: 2.3616 -1.5842 -2.7183
C: 2.3166 -0.7058 -1.5236
C: -2.1607 2.3730 0.7474
C: -2.6040 -1.1676 -0.4825
C: 3.3467 0.1391 1.9726
C: -4.5201 1.9246 0.4359
C: 2.9393 0.0926 0.5503
C: -2.8665 0.2906 -0.2156
C: 2.7088 1.2301 -0.2513
C: -3.5039 2.7352 0.9412
C: -1.8618 1.2144 0.0414
C: 2.7131 -1.0811 -0.2309
C: 3.1505 2.5935 0.0841
H: 2.0979 -2.6212 -2.4394
H: -3.0459 -2.9975 2.3388
H: 1.6701 -1.2557 -3.5110
H: -4.9864 0.0209 -0.5003
H: 3.3901 -1.5992 -3.1416
H: 2.8122 3.3445 -0.6377
H: -2.0209 -1.5325 2.2145
H: 2.7856 2.8969 1.0795
H: -1.3395 2.9736 1.1362
H: 3.9683 -2.7812 0.0035
H: -1.5336 -1.4055 -0.5187
H: 2.7580 -2.5792 1.2912
H: 3.1211 -0.8092 2.4784
H: -4.5679 -3.5190 0.8437
H: 2.2633 -3.1790 -0.3127
H: -4.7431 -2.6078 -0.7008
H: 0.4601 -0.5322 1.4909
H: -3.0642 -1.4400 -1.4475
H: -5.2517 -1.8779 0.8465
H: 2.6580 2.5628 -2.6208
H: 4.4311 0.3037 2.0431
H: -1.5438 -3.0207 1.3697
H: 3.4866 1.1087 -3.2090
H: -3.7534 3.6597 1.4605
H: -5.5641 2.2192 0.5110
H: 4.2558 2.6272 0.1053
H: 2.8290 0.9522 2.5013
H: 1.7614 1.3520 -3.5614
H: 0.4116 2.0646 3.3186

Atoms 1-3, force components in eV/Å:
0.85 0.82 4.97
-1.53 -1.14 -3.60
-0.03 1.35 -0.92

Results
calculated total energy	-1947.70641	a.u.
orbital gap (spin up / spin down)	5.1 / 5.1	eV
charge	-2
⟨S²⟩	3.7759
energy above the lowest of the compared OMol25 structures with the same formula, charge and spin	23.02	kcal per mole
multiplicity	4
HOMO level (spin up / spin down)	-0.23 / -0.23	eV